Entry 1:
Below is C32H26F4N4OS as an isolated structure at a distorted geometry, with properties calculated with wB97M-V/def2-TZVPD.

```
68
Properties=species:S:1:pos:R:3:mulliken_charge:R:1
S -7.868 -2.155 -0.012 0.14
F 1.436 3.663 7.082 -0.31
F 5.373 0.604 2.076 -0.23
F -2.554 -2.250 -2.243 -0.34
F 3.892 -1.937 -1.799 -0.29
O -4.439 3.063 -4.846 -0.42
N -8.105 -0.528 -0.191 -0.65
N -6.586 -2.427 -0.959 -0.65
N -5.552 2.764 -2.761 -0.44
N -7.091 2.801 0.261 -0.67
C -7.107 -0.200 -1.012 0.67
C 6.786 -1.314 -0.646 -0.35
C -7.689 2.302 -1.022 -0.95
C -5.113 2.854 -3.914 0.63
C 7.547 0.649 1.170 -0.42
C 1.939 2.223 5.289 -0.36
C 2.901 -1.210 -2.354 0.45
C 2.200 0.534 -3.827 -0.39
C -6.207 -1.248 -1.487 0.58
C -2.691 -2.401 0.107 -0.19
C 0.573 -0.728 -2.579 -0.10
C 8.082 -0.814 -0.662 -0.57
C -4.876 0.298 -2.780 -0.36
C -5.099 -0.985 -2.376 -1.18
C 2.857 1.750 4.362 -0.58
C -2.143 -2.822 -1.089 0.26
C 3.610 3.712 6.181 -0.36
C 6.264 0.138 1.176 0.44
C -5.756 1.399 -2.346 0.29
C -1.184 -3.815 -1.130 -0.32
C -0.759 -4.398 0.056 -0.43
C 0.877 0.277 -3.489 -0.73
C 4.529 3.229 5.259 -0.46
C 5.871 -0.838 0.282 -0.59
C 2.328 3.200 6.185 0.20
C 3.221 -0.210 -3.253 -0.43
C -6.803 1.123 -1.505 0.74
C -2.272 -2.992 1.290 -0.54
C 1.591 -1.480 -2.013 -0.48
C 4.153 2.250 4.348 -0.24
C 8.463 0.165 0.247 -0.34
C -1.304 -3.988 1.265 -0.51
H -0.976 -4.445 2.190 0.39
H 9.474 0.551 0.237 0.36
H 4.860 -1.220 0.315 0.46
H 7.822 1.418 1.881 0.41
H 5.540 3.617 5.252 0.37
H -8.704 1.936 -0.788 0.42
H 4.867 1.877 3.628 0.61
H -7.302 2.062 0.935 0.33
H -4.050 0.557 -3.454 0.37
H -4.447 -1.818 -2.701 0.44
H -6.085 2.699 0.120 0.29
H 0.083 0.862 -3.935 0.40
H 4.258 -0.020 -3.497 0.44
H -7.729 3.098 -1.780 0.41
H 1.373 -2.274 -1.308 0.50
H -2.700 -2.675 2.232 0.38
H 6.488 -2.073 -1.357 0.41
H 2.436 1.315 -4.539 0.37
H -0.776 -4.129 -2.083 0.46
H 8.797 -1.189 -1.384 0.36
H 2.563 0.990 3.649 0.39
H -0.002 -5.171 0.035 0.42
H 0.927 1.839 5.320 0.40
H -0.456 -0.925 -2.312 0.26
H -3.439 -1.618 0.107 0.45
H 3.883 4.481 6.893 0.41
```

The HOMO energy comes out at -8.9 eV. As for the spin multiplicity: 1. Its net charge is 0. For the relative energy (zero: lowest compared OMol25 entry of this formula, charge and spin), the calculation gives 0.0 kJ/mol. The max |F| is 2.667 eV Å⁻¹.

Entry 2:
Below is C32H26KN6O4S as an isolated structure at a distorted geometry, with properties calculated with wB97M-V/def2-TZVPD.

```
70
Properties=species:S:1:pos:R:3:mulliken_charge:R:1
K -0.014 0.146 -0.089 0.61
S -0.820 3.311 -3.959 1.07
O 0.154 3.135 -5.011 -0.69
O -1.557 0.520 -1.735 -0.78
O 2.537 6.879 0.162 -0.69
O -1.032 4.664 -3.506 -0.69
N -0.414 -2.742 2.132 -0.35
N 1.913 5.103 1.422 0.07
N 3.473 4.890 -0.352 -0.07
N -1.134 -1.987 1.450 0.32
N -0.557 2.303 -2.727 -0.22
N 2.188 1.455 -0.787 0.01
C -3.071 -2.062 0.024 0.12
C 4.082 1.779 -2.186 -0.59
C -3.226 2.960 -5.493 -0.60
C 1.371 3.640 3.241 -0.37
C -2.966 -3.614 1.872 -0.39
C 2.642 5.693 0.409 0.19
C 2.816 -2.891 3.783 -0.56
C -4.280 -2.620 -0.367 -0.46
C 3.648 3.701 2.496 -0.11
C 3.970 2.766 3.470 -0.81
C 1.713 2.721 4.215 -0.64
C -4.182 -4.149 1.482 -0.56
C -4.658 1.141 -4.787 -0.59
C 2.340 4.146 2.376 -0.15
C 3.034 1.009 -1.698 -0.87
C -4.836 -3.661 0.358 -0.46
C -2.633 1.559 -3.615 -0.24
C 0.922 -2.285 2.443 0.39
C 3.483 -1.824 3.189 -0.75
C 2.852 -1.032 2.237 -0.09
C -1.527 1.408 -2.598 0.42
C 1.513 -3.135 3.382 -0.34
C -2.407 -2.575 1.132 -0.14
C 4.228 3.069 -1.713 -0.38
C 3.021 2.264 4.347 0.89
C -4.384 2.205 -5.642 -0.36
C 2.322 2.691 -0.336 -0.41
C 1.522 -1.197 1.796 -0.69
C -2.373 2.608 -4.468 0.08
C 3.322 3.555 -0.774 0.41
C 3.373 1.239 5.384 -1.47
C -3.784 0.807 -3.763 -0.33
H -5.567 0.571 -4.927 0.38
H -3.983 -0.017 -3.091 0.69
H -5.783 -4.090 0.054 0.36
H -2.652 -1.237 -0.530 0.43
H -4.623 -4.955 2.056 0.34
H 0.344 3.967 3.136 0.43
H 3.955 5.474 -1.021 0.26
H 4.995 2.424 3.544 0.30
H 1.594 3.016 0.386 0.69
H -5.083 2.444 -6.433 0.36
H -2.432 -3.988 2.733 0.43
H -2.999 3.788 -6.150 0.42
H 3.307 -3.522 4.514 0.32
H 3.454 -0.237 1.795 0.31
H -4.790 -2.230 -1.240 0.35
H 4.515 -1.620 3.466 0.41
H 2.902 1.470 6.341 0.42
H 1.234 5.763 1.773 0.29
H 4.755 1.381 -2.932 0.40
H 0.944 2.336 4.873 0.37
H 5.026 3.707 -2.075 0.41
H 4.451 1.188 5.540 0.35
H 3.034 0.248 5.072 0.20
H 2.876 0.000 -2.057 0.48
H 0.953 -3.982 3.756 0.40
H 4.418 4.083 1.842 0.45
```

The HOMO energy comes out at -4.3 eV. As for the spin multiplicity: 1. Its net charge is -1. For the relative energy (zero: lowest compared OMol25 entry of this formula, charge and spin), the calculation gives 54.0 kJ/mol. The max |F| is 1.609 eV Å⁻¹.

Entry 3:
Below is C32H26NO2S8Sr as an isolated structure at a distorted geometry, with properties calculated with wB97M-V/def2-TZVPD.

```
70
Properties=species:S:1:pos:R:3:mulliken_charge:R:1
Sr 0.015 1.419 1.200 0.40
S 2.323 -2.083 4.250 -0.34
S -0.040 -1.293 -1.216 0.93
S -2.727 2.628 0.972 -0.53
S -1.029 6.653 1.123 -0.15
S -1.038 2.547 -2.030 0.37
S 0.576 4.297 0.484 -0.55
S -3.535 5.387 1.513 -0.15
S -3.388 8.362 1.804 -0.35
O -0.431 1.514 -1.137 0.27
O 0.481 -0.872 0.126 -0.52
N 2.223 -0.235 2.442 -0.30
C 1.343 -1.086 -2.367 -0.84
C -2.441 1.722 -2.767 0.41
C 0.608 1.138 6.784 -0.56
C 1.106 0.417 4.547 1.39
C 2.942 -1.283 1.909 -0.46
C -1.016 4.909 0.911 0.10
C 0.524 0.969 -3.736 -0.80
C 3.812 -3.523 2.311 -0.54
C -4.126 1.574 -4.462 -0.62
C -0.258 2.083 6.241 -0.64
C 4.278 -2.369 0.240 -0.68
C -0.115 -3.079 -1.154 -0.09
C -2.218 4.304 1.096 0.18
C 0.850 -5.218 -0.684 -0.67
C -1.350 -3.664 -1.379 -0.34
C 3.557 -1.268 0.655 -0.18
C 0.124 2.413 -3.422 -1.10
C -4.173 0.087 -2.575 -0.91
C -0.427 2.176 4.867 -0.38
C -1.481 -5.042 -1.268 -0.66
C -3.034 0.689 -2.060 -0.11
C 0.988 -3.846 -0.794 0.00
C -2.687 6.876 1.497 0.07
C 3.100 -2.405 2.736 0.84
C 1.295 0.296 5.933 -0.78
C -2.991 2.186 -3.955 -0.40
C 1.865 -0.482 3.665 0.17
C 4.393 -3.500 1.057 -0.43
C -0.384 -5.814 -0.926 -0.46
C 0.241 1.353 3.945 -0.68
C 1.602 0.350 -2.825 -0.72
C -4.714 0.521 -3.774 -0.49
H 1.992 -0.428 6.346 0.30
H -0.801 2.752 6.901 0.35
H 4.769 -2.357 -0.727 0.35
H 0.749 1.071 7.857 0.36
H 3.922 -4.385 2.956 0.43
H 0.976 3.015 -3.098 0.49
H -5.606 0.051 -4.167 0.38
H -2.442 -5.508 -1.441 0.40
H 2.224 -1.474 -1.851 0.24
H -4.650 -0.714 -2.023 0.44
H 4.961 -4.357 0.714 0.39
H -2.198 -3.041 -1.639 0.50
H 1.699 -5.823 -0.393 0.44
H 3.468 -0.383 0.036 0.42
H 1.798 0.986 -1.962 0.17
H -2.557 3.028 -4.479 0.33
H -1.121 2.927 4.497 0.39
H 1.932 -3.370 -0.556 0.04
H -2.604 0.390 -1.115 0.53
H -4.558 1.930 -5.388 0.37
H 0.900 0.979 -4.762 0.59
H -0.308 2.903 -4.296 0.48
H -0.373 0.342 -3.756 0.24
H -0.489 -6.888 -0.833 0.37
H 2.543 0.289 -3.380 0.67
H 1.133 -1.739 -3.219 0.61
```

The HOMO energy comes out at -3.3 eV. As for the spin multiplicity: 1. Its net charge is -1. For the relative energy (zero: lowest compared OMol25 entry of this formula, charge and spin), the calculation gives 94.6 kJ/mol. The max |F| is 1.313 eV Å⁻¹.

Entry 4:
Below is C32H27BClF4GeN3O2W as an isolated structure, with properties calculated with wB97M-V/def2-TZVPD.

```
72
Properties=species:S:1:pos:R:3:mulliken_charge:R:1
W 0.728 0.071 0.206 0.26
Ge -0.729 -2.269 0.506 1.50
Cl 3.174 0.860 -0.295 -0.12
F 2.272 0.272 4.601 -0.21
F 3.284 1.811 3.262 -0.22
F 4.008 -0.352 3.250 -0.19
F 1.446 0.144 1.908 -0.11
O 1.100 -0.718 -1.560 -0.33
O -1.119 -0.187 -5.094 -0.66
N -0.729 0.222 -2.476 -1.60
N -0.927 0.975 1.302 0.14
N -0.859 0.577 -1.171 0.79
C 1.718 -2.049 -6.302 -0.38
C 0.830 -0.989 -3.895 0.08
C -0.323 -4.206 -3.189 -0.61
C 0.936 -4.378 -0.719 -0.37
C 0.716 -5.108 -3.001 -0.63
C -0.097 -3.460 -0.899 0.40
C 1.088 -3.036 4.825 -0.59
C 0.060 -2.599 2.265 0.47
C -3.105 -3.807 0.748 -0.51
C -4.981 -1.775 0.629 -0.64
C -1.880 1.279 -0.814 -0.52
C -0.275 -2.844 4.646 -0.78
C 2.042 -1.694 -3.959 -0.43
C -5.398 -3.089 0.776 -0.56
C -0.728 -3.393 -2.143 -0.40
C -3.015 2.326 2.574 -0.44
C -1.947 1.529 0.594 0.50
C -2.996 2.213 1.200 -0.94
C 2.488 -2.216 -5.147 -1.03
C 0.374 -0.485 -2.617 1.02
C -4.454 -4.107 0.836 -0.71
C 1.686 1.876 -0.546 -0.56
C 1.338 -5.199 -1.763 -0.74
C -0.970 1.086 2.648 -0.11
C 1.431 -2.777 2.462 0.09
C -2.670 -2.488 0.606 0.15
C 0.059 -0.827 -5.063 0.56
C 1.941 -3.001 3.729 -0.99
C 0.522 -1.367 -6.265 -0.69
C -1.984 1.743 3.303 -0.92
C -3.627 -1.481 0.547 0.05
C -0.786 -2.621 3.376 -0.60
B 3.182 0.570 3.695 0.72
H 2.610 -1.829 -3.049 0.48
H -1.331 0.164 -4.208 0.49
H -2.632 1.587 -1.527 0.48
H 1.033 -5.746 -3.815 0.43
H -0.165 0.621 3.197 0.52
H -1.558 -2.710 -2.299 0.42
H 2.119 -2.739 1.623 0.44
H -3.332 -0.447 0.439 0.09
H 2.135 -5.914 -1.608 0.45
H -0.084 -1.232 -7.150 0.48
H -1.960 1.793 4.382 0.50
H 1.486 -3.212 5.815 0.41
H -0.818 -4.137 -4.149 0.45
H 2.064 -2.460 -7.241 0.42
H -5.711 -0.977 0.577 0.43
H -4.772 -5.135 0.947 0.42
H 1.427 -4.475 0.242 0.38
H 3.006 -3.143 3.864 0.45
H -6.452 -3.322 0.840 0.39
H -2.385 -4.618 0.785 0.39
H -0.945 -2.874 5.496 0.45
H 3.423 -2.757 -5.190 0.45
H -1.855 -2.487 3.254 0.39
H -3.782 2.629 0.585 0.56
H 1.635 2.211 -1.575 0.49
H 1.724 2.671 0.194 0.53
H -3.817 2.849 3.076 0.47
```

The HOMO energy (alpha / beta) comes out at -10.7 / -10.8 eV. As for the spin multiplicity: 2. Its net charge is +1. Its expectation value of S² is 0.758. For the relative energy (zero: lowest compared OMol25 entry of this formula, charge and spin), the calculation gives 93.6 kJ/mol. The max |F| is 0.967 eV Å⁻¹.

Entry 5:
Below is C32H27Cl5N7NiO3S as an isolated structure at a distorted geometry, with properties calculated with wB97M-V/def2-TZVPD.

```
76
Properties=species:S:1:pos:R:3:mulliken_charge:R:1
Ni 0.286 -0.819 -0.715 0.66
Cl 0.997 -1.737 -5.595 -0.23
Cl 0.142 -4.799 -5.759 -0.23
Cl -1.323 -4.641 -0.548 -0.22
Cl -1.027 -6.173 -3.223 -0.21
Cl -0.225 0.856 -2.626 2.45
S 1.173 2.029 -0.077 0.06
O -2.918 0.100 1.246 -0.78
O -5.242 2.089 -2.014 -0.69
O 0.484 1.289 -1.499 -1.45
N 2.207 -1.281 -1.671 -0.53
N -4.024 1.216 -0.354 0.16
N 0.837 4.122 2.328 0.26
N 0.337 2.134 2.687 0.28
N -1.906 0.313 -0.773 0.27
N 0.214 0.761 2.536 -0.42
N -0.220 4.189 3.210 -0.91
C -4.204 1.579 -1.631 -0.38
C -3.731 0.390 -3.680 -1.40
C -0.036 -1.856 -3.106 0.51
C -0.780 -3.769 -1.966 0.18
C 0.134 1.897 -3.709 0.43
C -2.859 2.760 -3.247 -1.00
C 1.973 -0.429 -2.673 0.45
C 1.202 2.901 -3.679 -1.78
C 1.274 -1.856 0.612 -1.35
C -0.102 -3.893 -4.308 0.26
C -2.340 3.775 -2.232 -1.26
C 2.696 -1.811 0.474 1.17
C -0.507 2.942 3.408 0.91
C 2.990 -3.128 2.460 -0.69
C 3.534 -2.401 1.404 -0.40
C 1.614 -3.257 2.562 -0.69
C 0.768 -2.622 1.650 0.18
C -3.057 1.345 -2.633 2.11
C 2.738 0.788 -2.815 0.06
C 4.140 -0.167 -1.031 -1.08
C -1.617 2.421 4.246 -1.11
C -0.532 -2.417 -1.849 -0.31
C 2.396 2.252 -3.459 -0.70
C 0.242 -2.540 -4.262 0.05
C -1.695 0.793 -2.053 -1.97
C 1.199 2.899 1.936 -0.51
C 3.143 -1.106 -0.763 0.26
C -2.967 0.016 -4.955 -1.17
C -0.617 -4.490 -3.164 0.30
C -2.909 0.485 0.079 0.03
C 0.439 -0.483 -2.847 0.13
C 3.925 0.748 -2.058 -0.39
H -2.186 2.708 -4.100 0.51
H 4.611 -2.323 1.292 0.41
H 0.775 0.254 3.206 0.25
H -2.252 1.760 3.654 0.25
H -3.950 -0.533 -3.134 0.47
H -4.786 1.330 0.296 0.30
H 3.641 -3.609 3.180 0.37
H -2.208 3.254 4.618 0.33
H 4.624 1.570 -2.167 0.31
H -0.912 0.414 -3.615 0.12
H -1.903 -0.086 -4.759 0.26
H -2.125 4.729 -2.716 0.47
H -3.830 3.091 -3.616 0.64
H 1.215 4.978 1.971 0.19
H 1.188 -3.859 3.357 0.41
H -3.076 0.780 -5.727 0.33
H 1.115 3.913 -4.047 0.47
H -1.230 1.847 5.090 0.29
H -4.666 0.876 -3.950 0.53
H -3.077 3.952 -1.445 0.37
H -0.754 0.463 2.519 0.11
H -3.305 -0.942 -5.344 0.37
H 4.992 -0.047 -0.374 0.39
H -0.306 -2.727 1.758 0.56
H 3.318 2.821 -3.577 0.32
H -1.421 3.442 -1.744 0.15
H -0.048 1.786 -4.776 0.48
```

The HOMO energy (alpha / beta) comes out at -4.2 / -4.2 eV. As for the spin multiplicity: 1. Its net charge is -1. For the relative energy (zero: lowest compared OMol25 entry of this formula, charge and spin), the calculation gives 2692.4 kJ/mol. The max |F| is 9.736 eV Å⁻¹.

Entry 6:
Below is C32H27F6N5O2PSc as an isolated structure at a distorted geometry, with properties calculated with wB97M-V/def2-TZVPD.

```
74
Properties=species:S:1:pos:R:3:mulliken_charge:R:1
Sc 0.379 -0.441 0.267 1.16
P -1.415 -4.805 -0.664 1.06
F 0.778 -2.015 -0.440 -0.66
F -0.440 -4.164 -1.675 -0.08
F -0.422 -4.452 0.530 -0.37
F -1.289 -6.292 -0.337 -0.23
F -2.474 -3.875 0.016 -0.07
F -2.447 -5.103 -1.811 -0.36
O 2.967 -1.557 3.641 -0.41
O -3.662 -1.325 1.476 -0.40
N 1.300 1.903 0.085 0.07
N -0.227 -1.501 2.184 0.42
N 0.513 0.320 -1.957 0.12
N -1.902 -0.433 0.432 0.15
N 2.169 -0.462 1.865 0.54
C -0.882 -3.466 3.985 -0.76
C 4.064 -0.659 3.273 -0.59
C 2.005 -1.344 2.785 -0.13
C 0.708 -2.029 2.965 0.14
C 4.287 3.846 2.726 -0.69
C -4.271 -0.469 0.452 -0.69
C 3.469 0.193 2.116 -0.48
C -3.739 0.513 -2.694 -0.77
C -3.072 -0.289 -1.776 0.06
C 3.299 1.657 2.490 0.38
C -1.866 -2.908 3.176 -0.41
C -2.553 -1.509 -2.190 1.05
C 1.005 2.504 -1.149 0.20
C 0.331 -0.526 -2.982 -0.35
C -2.740 -1.950 -3.496 -0.42
C 2.013 3.487 3.406 -0.46
C -1.480 -1.928 2.283 0.43
C 2.111 2.151 3.028 -0.57
C -3.415 -1.153 -4.404 -0.71
C -3.908 0.084 -4.005 -0.73
C 0.662 3.536 -3.713 -0.63
C 3.101 4.334 3.256 -0.65
C -2.373 -1.210 1.350 -0.21
C 0.899 4.404 -2.611 -0.85
C 0.321 1.237 -4.593 -0.65
C 0.556 2.138 -3.534 0.85
C 1.060 3.895 -1.348 -0.53
C -3.057 0.115 -0.318 -0.45
C 4.387 2.512 2.352 -0.56
C 0.237 -0.107 -4.309 -1.06
C 0.681 1.617 -2.240 0.54
C 0.433 -3.019 3.886 -0.56
H 0.550 3.946 -4.711 0.50
H 5.326 2.132 1.961 0.50
H -3.037 1.203 -0.246 0.84
H 4.914 -1.268 2.982 0.33
H -2.044 -2.140 -1.473 -0.54
H -1.140 -4.235 4.701 0.52
H 5.140 4.502 2.614 0.46
H -2.386 -2.933 -3.790 0.48
H 4.317 -0.068 4.145 0.39
H 0.989 5.470 -2.775 0.46
H 4.094 0.117 1.226 0.70
H -3.575 -1.501 -5.417 0.51
H 0.220 1.606 -5.608 0.52
H 0.088 -0.841 -5.089 0.52
H -2.900 -3.222 3.236 0.61
H -4.905 -1.096 -0.167 0.44
H -4.441 0.708 -4.712 0.48
H -4.143 1.472 -2.383 0.54
H 3.033 5.364 3.581 0.48
H 1.278 2.589 0.843 0.03
H 1.217 -3.420 4.515 0.62
H 1.094 3.860 3.843 0.48
H -4.876 0.276 0.959 0.33
H 2.263 1.552 0.062 0.31
H 0.275 -1.577 -2.732 0.71
H 1.282 4.559 -0.521 0.60
H 1.266 1.488 3.179 0.53
```

The HOMO energy (alpha / beta) comes out at -16.7 / -16.7 eV. As for the spin multiplicity: 2. Its net charge is +3. Its expectation value of S² is 0.772. For the relative energy (zero: lowest compared OMol25 entry of this formula, charge and spin), the calculation gives 74.0 kJ/mol. The max |F| is 1.565 eV Å⁻¹.

In order of appearance, molecular weight = 590.6, 629.8, 800.7, 864.3, 825.6, 703.5 g/mol.